12
Properties=species:S:1:pos:R:3:forces:R:3:lowdin_charge:R:1 method="wB97M-V/def2-TZVPD" orbital_gap_ev=8.98 total_energy_ev=-6193.2533 e_homo_ev=-13.2 e_above_lowest_kj_mol=410.8 charge=+1
C 0.5779 0.7270 0.1778 -3.14 -5.18 0.20 0.186
C -1.4056 0.0265 -0.6394 4.54 2.38 2.71 0.081
C 1.0610 -0.3836 0.7355 1.00 1.02 0.68 -0.226
N 2.2489 -0.6994 1.3700 -3.02 4.75 -1.97 0.142
N -2.1294 0.6117 -1.4881 -3.06 -2.88 -0.97 0.139
H 0.5864 1.6213 -0.2353 0.71 3.85 -1.50 0.000
H -1.5757 -0.8320 -0.0015 -0.84 -0.57 -0.93 0.091
H 0.2844 -1.0910 0.8327 -0.30 -1.36 0.00 0.086
H 2.9170 0.0255 1.4732 0.80 0.02 0.12 0.111
H 2.4063 -1.6007 1.5378 1.08 -4.04 1.04 0.053
H -1.9695 1.5168 -1.8825 0.54 0.47 -0.28 0.134
H -3.0016 0.0779 -1.8803 1.70 1.54 0.91 0.202

=====

11
Properties=species:S:1:pos:R:3:forces:R:3:lowdin_charge:R:1 method="wB97M-V/def2-TZVPD" orbital_gap_ev=9.03 smiles=Oc1cc[nH]c1 total_energy_ev=-7765.5838 e_homo_ev=-8.1 e_above_lowest_kj_mol=91.0 charge=0
O -0.7421 0.4842 -2.0774 0.85 0.52 -0.29 0.036
C -0.1943 0.3263 -0.8328 0.28 -0.39 0.16 -0.347
C -0.8572 0.6701 0.3892 -0.15 -0.07 -0.05 -0.032
C -0.2264 -0.0226 1.3840 -0.08 0.10 -0.01 -0.143
N 0.9287 -0.5867 0.8848 -0.46 -0.38 -0.41 -0.011
C 0.9359 -0.3681 -0.5050 -0.10 -0.19 0.08 -0.084
H -0.0906 0.1647 -2.7327 -0.54 0.26 0.44 0.115
H -1.6309 1.4115 0.5314 -0.27 -0.43 -0.19 0.105
H -0.6088 -0.2459 2.3753 0.50 0.33 -0.07 0.111
H 1.1683 -1.5322 1.1582 0.28 0.32 0.31 0.139
H 1.7645 -0.7200 -1.1078 -0.30 -0.09 0.03 0.111

=====

5
Properties=species:S:1:pos:R:3:forces:R:3:lowdin_charge:R:1 method="wB97M-V/def2-TZVPD" orbital_gap_ev=8.91 total_energy_ev=-6850.7233 e_homo_ev=-9.6 e_above_lowest_kj_mol=222.2 charge=0
C 0.8738 -0.1821 0.3487 3.43 0.25 -0.35 0.057
C 1.3156 -0.6806 -1.9926 1.12 -2.14 -0.11 -0.019
O 1.8936 -1.6646 -2.0864 -1.09 1.96 -0.12 0.026
F 1.2529 1.0774 0.4497 0.03 -0.17 -0.01 -0.039
H -0.1202 -0.1173 0.5830 -3.49 0.11 0.59 -0.025

=====

82
Properties=species:S:1:pos:R:3:forces:R:3:lowdin_charge:R:1 method="wB97M-V/def2-TZVPD" orbital_gap_ev=8.02 smiles="CNC[C@]1(CCCCNC(C)=O)C(=O)O[C@H](N=C=O)[C@@]1(CCCCS(=O)(=O)Cl)N(C)C(C)=O.NC(N)=O.NC(N)=O" total_energy_ev=-77182.7239 e_homo_ev=-8.9 charge=0
C 0.5631 4.1530 0.9183 -0.51 0.54 -0.76 -0.128
N 0.9776 3.2231 -0.1816 -0.68 -0.11 1.49 -0.099
C -0.1169 2.2214 -0.3442 -0.42 0.35 -2.18 -0.160
C 0.4273 0.8533 -1.0147 1.46 1.28 1.12 -0.184
C 1.6532 0.4340 -0.1089 0.69 -0.21 0.04 -0.116
C 1.4268 0.5803 1.4536 0.93 0.48 0.35 -0.182
C 2.2195 -0.4925 2.3313 -0.92 0.60 0.52 -0.140
C 1.2834 -1.1906 3.4285 0.74 0.41 0.34 -0.199
N 1.2310 -2.6685 3.2382 -0.19 -0.30 0.78 0.000
C 0.8987 -3.3628 4.4502 -0.43 -0.54 1.42 -0.489
C -0.5902 -3.3780 4.9939 0.12 0.64 -1.37 -0.012
O 1.7252 -3.9801 5.1006 -0.35 0.38 -1.08 0.055
C 0.9570 1.4391 -2.4093 -2.03 -1.62 1.66 -0.367
O 1.9727 1.9872 -2.6760 -0.82 -0.05 -0.47 0.184
O -0.1710 1.1753 -3.2423 1.89 0.27 0.12 -0.027
C -0.4614 -0.2413 -2.9584 -0.50 2.11 -0.48 -0.195
N -1.6255 -0.5089 -3.8502 0.75 0.19 -0.78 0.170
C -1.4022 0.0323 -4.9540 0.45 -0.72 1.82 -0.281
O -1.0827 0.5506 -5.9289 -0.64 -0.05 -0.68 0.236
C -0.6872 -0.2625 -1.3736 1.13 -0.31 -0.50 -0.231
C -2.1337 0.0023 -0.8114 -0.81 0.43 -0.75 -0.107
C -2.9607 1.1450 -1.5367 -0.61 0.84 1.47 -0.182
C -4.5124 0.7755 -1.5521 1.09 -0.13 -0.05 -0.197
C -5.0603 0.2854 -0.1570 -0.97 0.10 -1.75 -0.259
S -5.1001 1.5585 1.1557 1.76 -1.55 4.94 0.377
O -3.7956 2.1520 1.4501 -1.39 0.02 -2.10 -0.361
O -5.5651 0.8637 2.3671 -0.56 0.69 -2.36 -0.384
Cl -6.4950 3.0460 0.7819 0.63 -0.70 -0.52 0.363
N -0.1717 -1.6006 -0.9395 -1.76 -0.27 0.42 -0.064
C -0.6034 -1.9951 0.4257 0.68 -1.06 1.11 -0.063
C -0.5426 -2.6901 -1.8439 0.62 -0.65 -1.58 -0.413
C -1.9886 -3.2374 -2.1009 -0.20 -0.54 1.30 -0.003
O 0.3608 -3.2157 -2.4724 -1.04 0.58 0.83 0.073
H -0.5155 4.4487 0.7090 0.97 -0.10 0.65 0.084
H 1.1729 5.1010 0.8725 -0.49 -1.12 0.18 0.079
H 0.6593 3.6798 1.9305 -0.01 0.43 -1.08 0.071
H 1.0813 3.7733 -1.0352 -0.10 -0.37 0.30 0.102
H -0.8121 2.6784 -1.1212 0.20 -0.69 1.15 0.128
H -0.6873 2.0459 0.6016 0.69 0.16 -0.79 0.118
H 2.0752 -0.5877 -0.3559 -0.89 0.99 0.16 0.119
H 2.4900 1.1502 -0.3683 -1.07 -0.71 0.20 0.123
H 0.3531 0.6122 1.7782 0.88 -0.21 -0.47 0.087
H 1.8622 1.5860 1.7415 -0.74 -1.01 -0.35 0.093
H 2.9999 0.0573 2.9370 -0.61 -0.72 -0.98 0.111
H 2.7029 -1.2341 1.6426 -0.38 0.47 0.84 0.106
H 0.2523 -0.7453 3.4557 0.86 -0.50 -0.28 0.109
H 1.7287 -0.9960 4.4566 -0.44 -0.02 -1.11 0.122
H 2.1562 -3.0085 2.9463 -0.41 0.27 0.37 0.121
H -0.8991 -2.3661 5.3878 0.43 -1.05 -0.28 0.081
H -0.7305 -4.1799 5.7663 0.39 0.93 -0.81 0.086
H -1.2450 -3.5702 4.0959 0.45 0.10 0.99 0.076
H 0.4946 -0.7153 -3.3383 -1.34 -0.47 0.97 0.182
H -2.1381 0.2639 0.2900 0.43 -0.35 -1.23 0.119
H -2.7628 -0.9387 -0.8816 1.04 0.83 -0.11 0.097
H -2.8903 2.0590 -0.8696 0.05 -0.93 -0.89 0.091
H -2.5702 1.4638 -2.5331 -0.52 -0.63 0.77 0.106
H -4.6248 -0.0783 -2.2781 -0.24 0.80 0.68 0.120
H -5.1134 1.6585 -1.8957 0.47 -0.88 0.20 0.113
H -6.1314 -0.0388 -0.3183 1.03 0.51 0.49 0.119
H -4.5261 -0.6091 0.2649 -0.31 1.26 0.00 0.114
H -0.6280 -1.1619 1.1704 0.16 -0.55 -0.96 0.081
H 0.1653 -2.7336 0.8096 -0.90 0.84 -0.32 0.102
H -1.5944 -2.5262 0.4815 0.72 0.65 -0.17 0.086
H -2.3439 -3.6891 -1.1214 0.23 0.56 -1.05 0.084
H -1.9604 -4.1029 -2.8226 0.21 1.24 0.59 0.100
H -2.7412 -2.4650 -2.3994 0.88 -0.60 0.13 0.065
N 3.2187 -3.4226 -6.0896 0.17 0.24 -0.48 0.141
C 3.1700 -4.4074 -5.1471 0.02 -0.27 0.24 -0.695
N 2.2957 -4.1814 -4.1323 0.12 -0.14 -0.05 0.148
O 3.8596 -5.4123 -5.2129 0.02 0.06 -0.09 0.016
H 2.6619 -2.5894 -6.0557 0.03 -0.06 0.04 0.087
H 3.8544 -3.5539 -6.8567 -0.07 0.02 0.10 0.101
H 2.2316 -4.8848 -3.4179 -0.06 0.15 -0.04 0.102
H 1.7215 -3.3644 -4.0600 0.01 -0.11 0.11 0.055
N 4.0601 4.4149 4.6618 0.04 -0.22 0.41 0.150
C 3.6220 4.5475 3.3799 -0.06 -0.13 -0.06 -0.679
N 3.9665 5.7177 2.7765 -0.02 0.31 -0.36 0.154
O 2.9709 3.6848 2.8150 0.07 -0.03 0.09 0.017
H 4.5963 5.1121 5.1437 -0.03 -0.03 -0.05 0.093
H 3.8248 3.5630 5.1405 0.03 0.10 -0.05 0.105
H 3.6607 5.8514 1.8282 0.06 -0.03 0.10 0.101
H 4.5008 6.4399 3.2222 -0.03 -0.06 0.00 0.094

=====

30
Properties=species:S:1:pos:R:3:forces:R:3:lowdin_charge:R:1 method="wB97M-V/def2-TZVPD" orbital_gap_ev=3.89 total_energy_ev=-43101.1565 e_homo_ev=-3.3 e_above_lowest_kj_mol=42.1 charge=-1
S 2.0989 -0.3748 -3.1813 2.14 0.27 -0.63 0.460
C 0.4833 -0.2969 -2.7929 -1.15 -0.27 0.10 -0.884
C -0.1818 0.9434 -2.5778 -0.61 -0.70 0.46 -0.169
C -1.4652 0.9491 -2.0211 0.16 -0.43 0.01 -0.140
C -2.1404 -0.2606 -1.7485 0.46 -0.03 -0.09 -0.147
C -1.5156 -1.4899 -2.0785 0.26 0.31 -0.06 -0.125
C -0.2233 -1.5222 -2.6112 -1.08 0.97 0.49 -0.169
H 0.3589 1.8590 -2.8182 -0.15 -0.19 0.16 0.085
H -1.9256 1.9081 -1.7677 -0.03 -0.27 -0.14 0.086
H -3.1286 -0.2452 -1.2877 0.22 -0.03 -0.16 0.073
H -2.0228 -2.4429 -1.9043 -0.02 0.34 0.02 0.090
H 0.2831 -2.4521 -2.8619 -0.12 0.19 0.14 0.087
O -1.7328 0.7780 4.5200 0.74 -0.54 -0.92 0.063
N -1.2016 0.0966 3.6529 0.83 -0.20 -1.64 -0.160
C -0.4397 0.3261 2.5112 -1.49 0.16 2.09 -0.038
C -0.1659 -0.9263 1.9202 -0.90 -2.11 0.78 -0.129
N -0.8030 -1.9217 2.5996 1.63 1.92 -0.59 0.152
O -1.3498 -1.3077 3.7067 -0.42 0.62 -0.42 0.028
C 0.7581 -1.0175 0.7930 0.89 2.08 -0.94 -0.033
N 1.3164 -2.2635 0.2700 1.30 -1.98 -2.30 -0.302
O 2.3315 -2.1694 -0.4710 -2.20 0.27 2.12 0.023
O 0.7745 -3.3667 0.4839 0.27 2.23 0.41 0.050
C 1.2820 0.1748 0.2516 -0.25 -2.26 0.44 0.114
C 1.0020 1.3795 0.9108 0.15 2.70 0.55 -0.086
N 1.6443 2.6193 0.7627 -0.20 -1.69 -0.36 -0.153
O 2.5086 3.0258 -0.0029 -1.22 -0.37 1.14 0.088
O 1.1699 3.4506 1.7908 -0.48 -0.64 -0.57 0.028
N 0.1987 2.8011 2.5475 0.18 -2.53 -1.18 0.144
C 0.1220 1.5401 2.0086 1.12 2.63 1.13 -0.120
H 1.9638 0.2060 -0.6046 -0.02 -0.48 -0.03 0.085

=====

62
Properties=species:S:1:pos:R:3:forces:R:3:mulliken_spin:R:1 method="wB97M-V/def2-TZVPD" orbital_gap_ev="7.21 / 5.18" multiplicity=3 total_energy_ev=-213517.6197 e_homo_ev="-8.2 / -8.4" charge=0 s_squared=2.030
Au -0.0223 0.0317 0.1032 -0.01 0.19 -0.30 0.338
Se 1.8347 -6.3386 2.8017 0.06 0.14 -0.11 0.000
P 0.0083 -5.6685 1.9778 0.24 -0.26 0.06 0.003
C -0.4408 -6.4901 0.4150 0.05 0.22 0.00 0.000
C -1.3592 -5.9116 -0.4598 0.06 0.02 0.03 0.000
C -1.8047 -6.6194 -1.5645 -0.08 0.08 -0.06 0.000
C -1.3393 -7.9040 -1.8052 0.05 0.02 0.01 0.000
C -0.3989 -8.4659 -0.9546 0.01 -0.05 -0.03 0.000
C 0.0525 -7.7622 0.1519 0.01 -0.05 0.03 0.000
C -1.4037 -6.0163 3.0684 0.01 0.11 -0.15 0.000
C -1.1977 -6.6074 4.3056 0.00 0.02 0.04 0.000
C -2.2815 -6.8588 5.1355 -0.12 -0.03 0.04 0.000
C -3.5616 -6.5179 4.7303 0.02 0.00 0.05 0.000
C -3.7672 -5.9274 3.4904 -0.05 0.01 -0.09 0.000
C -2.6932 -5.6827 2.6550 0.01 -0.14 0.10 0.000
C -0.1198 -3.8867 1.6693 0.01 0.39 0.15 -0.005
C 0.5245 -2.9066 0.9067 -0.37 -0.31 -0.09 0.009
N -0.1788 -1.7679 1.1357 0.46 -0.07 -0.14 0.059
N -1.1487 -2.0028 1.9985 -0.03 0.21 0.05 0.003
N -1.1171 -3.2517 2.3411 -0.16 -0.21 -0.10 0.005
P 1.9747 -2.7436 -0.1425 0.26 -0.39 0.35 -0.019
Se 1.6038 -1.3347 -1.7182 -0.39 0.36 0.23 0.273
C 3.2903 -2.1868 0.9713 -0.15 0.09 -0.08 0.013
C 4.1312 -1.1415 0.6049 0.01 -0.06 -0.07 -0.007
C 5.1480 -0.7478 1.4607 0.07 0.05 0.01 -0.003
C 5.3322 -1.3966 2.6730 -0.05 0.00 -0.02 0.000
C 4.4736 -2.4206 3.0488 0.00 -0.04 0.07 0.000
C 3.4452 -2.8094 2.2079 -0.10 0.02 0.01 0.003
C 2.4729 -4.3349 -0.8433 -0.04 0.19 0.13 -0.023
C 1.9396 -4.7321 -2.0670 -0.09 -0.03 -0.03 0.022
C 2.3664 -5.9112 -2.6507 -0.09 -0.04 -0.08 0.001
C 3.3263 -6.6937 -2.0238 -0.02 0.01 0.03 0.003
C 3.8490 -6.3022 -0.8020 0.06 -0.06 0.04 -0.001
C 3.4301 -5.1226 -0.2094 0.00 0.09 -0.03 0.002
H -1.7347 -4.9116 -0.2765 0.03 0.01 -0.02 0.000
H -2.5247 -6.1656 -2.2340 0.00 -0.02 0.01 0.000
H -1.7103 -8.4645 -2.6538 0.04 0.02 -0.02 0.000
H -0.0174 -9.4605 -1.1482 -0.01 0.01 0.01 0.000
H 0.7799 -8.2029 0.8226 0.02 0.04 0.01 0.000
H -0.1955 -6.8674 4.6203 0.02 0.04 -0.04 0.000
H -2.1296 -7.3169 6.1041 0.05 -0.01 -0.01 0.000
H -4.4058 -6.7083 5.3806 0.01 0.00 0.01 0.000
H -4.7666 -5.6500 3.1813 0.01 -0.02 -0.02 0.000
H -2.8519 -5.2264 1.6887 -0.07 0.03 0.04 0.000
H 3.9826 -0.6369 -0.3414 0.02 -0.01 0.01 -0.002
H 5.7956 0.0732 1.1822 0.01 -0.02 -0.02 0.000
H 6.1376 -1.0955 3.3300 -0.02 0.01 0.01 0.000
H 4.5904 -2.9193 4.0023 0.03 0.03 0.00 0.000
H 2.7641 -3.5931 2.5175 0.00 -0.09 0.03 0.000
H 1.2121 -4.1107 -2.5740 -0.02 -0.01 0.03 0.012
H 1.9511 -6.2134 -3.6029 0.02 -0.01 0.00 0.000
H 3.6733 -7.6037 -2.4960 -0.02 -0.02 0.02 0.000
H 4.5905 -6.9093 -0.2993 -0.01 -0.01 -0.03 0.000
H 3.8626 -4.8142 0.7303 -0.02 -0.04 0.02 0.000
S 0.2047 1.9950 -1.1795 -0.39 -0.05 0.01 0.435
C -1.3432 2.6841 -1.0410 0.53 -0.29 0.04 0.145
C -1.6662 3.6706 -2.0194 -0.06 0.23 -0.17 -0.023
N -1.9193 4.4369 -2.8385 0.03 -0.01 0.06 0.065
C -2.2901 2.3576 -0.0612 0.15 -0.51 0.50 0.058
S -2.0775 1.1987 1.1533 0.20 0.09 -0.49 0.628
C -3.5354 3.0583 -0.0604 -0.25 0.16 -0.01 -0.029
N -4.5427 3.6123 -0.0505 0.04 -0.02 0.01 0.033